15
Properties=species:S:1:pos:R:3:nbo_charge:R:1 method="wB97M-V/def2-TZVPD" gap_ev=8.189 mol_weight_da=92.19 total_energy_ha=-572.93828 charge=+1 e_homo_ev=-13.11 e_above_lowest_kcal_mol=38.2
C 0.651 -1.148 -0.542 -0.4570
C 1.488 -0.532 1.682 -0.4366
C -0.343 0.639 0.645 0.1064
N 0.592 -0.241 0.589 -0.2076
S -2.896 1.133 -2.434 -0.2927
H 1.630 -0.837 -0.945 0.2413
H 1.077 -2.144 -0.326 0.2671
H -0.171 -1.119 -1.251 0.2602
H 1.630 0.321 2.288 0.2397
H 1.175 -1.353 2.337 0.2603
H 2.455 -0.661 1.235 0.2385
H -1.070 0.788 -0.165 0.2501
H -0.415 1.149 1.599 0.2225
H -1.940 2.012 -2.597 0.1380
H -3.863 1.991 -2.115 0.1699